1.
Here is a structure of composition C36H74F13NNbO12S at a distorted geometry from OMol25. Energies are from ωB97M-V with the def2-TZVPD basis set.

```
138
Properties=species:S:1:pos:R:3:forces:R:3
C -2.305978 -0.924559 -9.472067 0.27 -0.81 -0.56
C -2.884235 -1.547003 -8.114589 -1.09 -0.02 -1.08
O -2.724959 -0.710668 -6.955285 0.61 -1.06 0.05
C -1.715336 -1.230260 -6.050740 1.44 -0.45 -0.64
C -2.181151 -2.561405 -5.299525 -1.42 0.61 -0.34
O -1.775529 -2.657033 -3.932088 0.38 0.19 -1.29
C -0.351362 -2.930945 -3.799014 1.08 1.43 -0.44
Nb 0.280047 -5.084168 -4.210085 -1.59 -0.37 2.05
C -1.855157 -5.859826 -4.053623 -0.55 -1.20 -0.55
C -2.472746 -6.421450 -5.438730 -0.77 -0.27 1.47
C -4.075757 -6.448913 -5.254489 0.25 1.03 -0.96
C -4.838702 -7.380751 -6.300409 -1.49 1.32 1.09
N -4.543787 -8.840324 -6.196431 2.57 -0.22 0.74
C -3.540564 -9.313854 -7.189539 0.05 -0.96 -0.41
C -4.255059 -9.271366 -4.841184 -2.42 0.50 2.20
C -2.940822 -10.022057 -4.360176 -0.56 -0.81 -0.37
O -5.140388 -9.077211 -3.962545 2.55 -0.38 -2.51
C 0.556723 -5.607869 -2.009976 0.12 -0.14 1.15
C 1.498360 -4.622906 -1.184704 0.12 -0.56 0.70
C 1.679540 -5.051972 0.369556 0.57 -1.50 -2.23
F 2.998483 -4.754835 0.777808 -2.21 -0.24 0.12
F 1.566386 -6.479847 0.433253 0.36 2.53 0.35
C 0.535485 -4.482872 1.328219 0.25 -1.26 0.92
F -0.592834 -4.236964 0.547175 1.82 -0.34 1.90
F 0.279694 -5.494102 2.304723 -0.23 2.03 -1.81
C 1.001557 -3.196869 2.201195 0.26 -1.24 -1.71
F 1.873823 -3.708196 3.159778 -1.51 1.77 -1.62
F 1.615729 -2.330185 1.270051 -0.66 -1.37 2.34
C -0.278500 -2.442068 2.768504 -2.41 -0.28 -2.20
F -1.338797 -3.294129 3.119653 2.90 1.34 -0.61
F -0.782682 -1.660716 1.700978 1.22 -1.96 2.18
S 0.007496 -1.267832 4.205462 -1.67 2.92 2.12
F 1.575938 -0.950005 3.797355 -2.12 -0.90 0.54
F -0.494890 0.034449 3.253273 1.25 -1.64 1.77
F -1.614882 -1.446668 4.625233 2.49 0.42 -0.25
F 0.390440 -2.474846 5.265463 -0.15 1.52 -1.91
F 0.182112 -0.191772 5.467525 -0.59 -2.01 -1.95
H -3.153785 -0.691892 -10.209523 1.25 -0.05 1.18
H -1.669374 -1.730560 -9.988644 -0.86 1.17 0.69
H -1.623835 -0.030617 -9.333880 -1.03 -0.96 0.05
H -2.462755 -2.595503 -8.009764 -0.37 1.33 0.29
H -4.017824 -1.663852 -8.269993 1.59 0.07 0.31
H -1.360440 -0.397697 -5.361851 -0.89 -1.09 -0.65
H -0.807077 -1.490426 -6.711032 -1.04 0.34 1.02
H -3.331865 -2.538346 -5.289670 1.58 0.06 0.10
H -1.893720 -3.448634 -5.948684 0.03 0.77 1.07
H -0.059696 -2.577778 -2.741202 -0.44 -0.63 -1.36
H 0.273333 -2.260980 -4.504924 -0.99 -0.56 0.99
H 2.022353 -4.526673 -4.395356 0.37 0.06 -0.02
H 0.053260 -4.712374 -6.001514 0.15 0.03 -0.18
H 0.834848 -6.750987 -4.737124 0.15 -0.05 -0.68
H -2.600638 -5.138531 -3.587672 1.00 -0.58 -0.49
H -1.815530 -6.771853 -3.345634 -0.10 1.23 -0.84
H -2.140652 -5.803806 -6.336280 -0.60 -0.92 1.08
H -2.106555 -7.490792 -5.540175 -0.25 1.34 -0.16
H -4.420248 -5.371555 -5.477607 0.32 -1.48 0.31
H -4.384955 -6.624889 -4.164293 0.58 -0.15 -1.70
H -5.962462 -7.262572 -6.083500 1.56 -0.10 -0.42
H -4.664529 -6.975933 -7.353013 -0.04 -0.95 1.32
H -3.628361 -10.459686 -7.236180 0.12 1.65 -0.19
H -2.457605 -9.095763 -6.926485 -1.26 0.06 -0.40
H -3.799704 -8.865258 -8.207165 0.43 -0.73 1.42
H -3.107979 -11.136773 -4.593946 0.40 1.55 0.14
H -2.880153 -9.974664 -3.217504 -0.19 0.31 -1.82
H -1.983752 -9.676727 -4.856568 -1.18 -0.38 0.64
H 0.973748 -6.681229 -1.984903 -0.41 1.55 0.05
H -0.495010 -5.688340 -1.548789 1.46 0.26 -0.60
H 1.151486 -3.542167 -1.154819 0.31 -1.31 -0.30
H 2.531542 -4.652008 -1.657250 -1.19 0.10 0.83
C 1.913961 1.899182 5.647266 0.29 0.44 -0.04
O 1.781613 3.068356 6.435860 0.03 -0.33 0.20
C 0.616190 3.057998 7.253436 0.36 0.36 -0.01
C 0.900682 3.682872 8.614058 -0.18 -0.12 0.05
O 1.719497 2.888686 9.474136 0.14 0.15 -0.24
C 3.093908 2.748042 9.112168 0.03 -0.01 0.20
C 3.919707 4.023561 9.246190 -0.17 -0.12 -0.47
O 3.603357 4.949854 8.211406 -0.25 0.16 0.32
C 3.578783 6.291826 8.658646 0.09 -0.24 -0.24
H 1.216416 1.932318 4.804609 0.03 -0.24 0.06
H 2.934795 1.868895 5.259449 -0.07 0.14 -0.03
H 1.755906 0.995617 6.237656 0.02 0.14 0.04
H 0.242511 2.038950 7.397230 0.05 -0.02 -0.01
H -0.150752 3.644967 6.736715 -0.26 -0.02 0.15
H -0.055858 3.780972 9.136803 0.05 -0.15 0.00
H 1.298394 4.692974 8.520528 0.13 -0.05 -0.23
H 3.195145 2.304202 8.122269 0.03 0.24 -0.12
H 3.501860 2.017145 9.817300 -0.08 0.11 0.08
H 4.983787 3.779552 9.151706 0.04 -0.15 0.21
H 3.742232 4.464698 10.233126 -0.03 0.01 -0.01
H 2.960017 6.397486 9.556420 0.07 0.03 0.06
H 3.136126 6.902053 7.870001 0.10 -0.08 -0.03
H 4.596787 6.644360 8.857298 -0.06 0.14 0.13
C -4.129215 6.376372 1.102901 0.36 0.01 -0.14
O -2.955743 6.184221 1.870053 -0.46 -0.14 0.16
C -3.067891 6.688085 3.196272 0.42 -0.28 -0.19
C -2.363334 5.770478 4.188891 -0.12 0.02 0.15
O -3.025056 4.526974 4.423559 0.13 0.14 -0.25
C -3.021926 3.578441 3.354051 0.03 -0.21 0.13
C -1.656556 2.973796 3.046956 -0.18 0.42 -0.37
O -0.817778 3.924407 2.390897 -0.01 0.06 0.36
C 0.527719 3.854672 2.812416 -0.20 -0.02 -0.11
H -4.209952 7.423504 0.789491 -0.20 -0.02 0.01
H -4.055113 5.747356 0.213658 0.09 0.09 0.05
H -5.025233 6.073237 1.652913 -0.03 0.08 0.06
H -4.116720 6.797763 3.490853 -0.02 -0.05 -0.03
H -2.592266 7.674514 3.211877 -0.03 0.11 0.25
H -2.355172 6.279600 5.157996 -0.14 -0.05 -0.02
H -1.318664 5.612046 3.922397 -0.04 0.02 -0.27
H -3.489457 3.992556 2.461334 0.23 0.07 -0.10
H -3.673251 2.765879 3.690202 0.10 0.04 0.12
H -1.779634 2.122317 2.369308 -0.12 -0.14 0.17
H -1.199727 2.623114 3.978960 0.02 0.03 0.00
H 0.598291 3.868912 3.905577 0.07 -0.06 0.01
H 1.049099 4.731289 2.429805 -0.11 -0.08 0.00
H 1.001592 2.950414 2.413635 0.17 -0.01 0.14
C 5.992571 7.001213 -2.600517 -0.40 0.08 -0.06
O 4.832340 6.219120 -2.394074 0.48 -0.05 0.22
C 5.034959 4.837245 -2.672410 -0.45 0.15 0.20
C 4.280695 3.963988 -1.676502 0.12 -0.16 -0.05
O 4.830516 3.953779 -0.357950 -0.11 0.29 -0.12
C 4.702361 5.152348 0.407846 -0.03 -0.14 0.18
C 3.276199 5.481619 0.837016 0.15 0.25 -0.48
O 2.504144 5.944335 -0.265893 -0.04 -0.38 -0.02
C 1.167283 5.470083 -0.251339 0.19 0.26 -0.03
H 6.160961 7.154027 -3.672704 0.21 0.00 0.04
H 5.831018 7.972069 -2.127519 -0.08 -0.06 -0.09
H 6.873715 6.546442 -2.137674 0.05 -0.07 -0.08
H 6.098631 4.579376 -2.642170 0.02 0.04 0.04
H 4.655062 4.648673 -3.681807 0.06 -0.26 -0.05
H 4.352872 2.929696 -2.026587 0.13 0.05 0.07
H 3.217712 4.201236 -1.653757 0.04 0.26 -0.06
H 5.175854 5.993517 -0.097830 -0.23 0.09 -0.11
H 5.286225 4.974825 1.316490 -0.09 -0.13 -0.02
H 3.296773 6.285753 1.581757 0.12 -0.11 0.22
H 2.822666 4.592681 1.286048 0.07 -0.02 -0.07
H 1.133517 4.384426 -0.111583 -0.06 0.02 0.10
H 0.719240 5.698881 -1.219331 0.07 0.09 0.07
H 0.595848 5.971014 0.537145 -0.16 -0.17 -0.02
```
Forces are in eV/Å.

HOMO-LUMO gap = 5.2 eV
Total charge = -1
HOMO energy = -5.00 eV
Molar mass = 1084.93 g/mol
E = -112287.2355 eV
Energy relative to the best compared isomer or geometry (same formula, charge and spin) = 4.604 eV


2.
Here is a cluster of 2 separate species, C3H11N in total at a distorted geometry from OMol25. Energies are from ωB97M-V with the def2-TZVPD basis set.

```
15
Properties=species:S:1:pos:R:3:forces:R:3
C -0.905565 0.155472 -0.009820 0.52 0.91 -0.08
C -1.092742 -0.521274 -1.353441 0.38 0.97 -0.49
N -1.548374 0.415424 -2.403393 -0.30 0.38 -0.22
H -1.819023 0.507416 0.460207 -0.41 -0.46 0.02
H -0.353840 -0.506354 0.667203 -0.16 0.29 0.01
H -0.357465 1.112876 -0.148005 0.21 -0.69 0.09
H -0.110918 -0.816834 -1.737158 -0.10 -0.94 0.69
H -1.811133 -1.337586 -1.235346 0.32 -0.12 -0.33
H -1.001839 0.256578 -3.241270 -0.27 -0.32 -0.14
H -1.289966 1.373356 -2.190470 -0.19 -0.02 0.46
C 2.974162 -0.110660 3.239708 -1.75 0.04 -0.35
H 2.019042 -0.601286 3.510968 0.53 0.15 0.18
H 3.755004 -0.410736 3.912909 0.38 -0.09 0.06
H 2.772404 0.962288 3.272686 0.30 -0.08 0.11
H 3.118235 -0.394510 2.201544 0.54 -0.03 -0.01
```
Forces are in eV/Å.

HOMO-LUMO gap = 10.2 eV
HOMO energy = -9.26 eV
Molar mass = 61.13 g/mol
SMILES = CCN.C
E = -4778.9890 eV
Energy relative to the best compared isomer or geometry (same formula, charge and spin) = 0.507 eV


3.
Here is an isolated molecule of CH2N4S at a distorted geometry from OMol25. Energies are from ωB97M-V with the def2-TZVPD basis set.

```
8
Properties=species:S:1:pos:R:3:forces:R:3
S -2.445031 0.006897 0.029422 2.21 0.47 -0.18
C -0.724655 0.058884 -0.037443 -1.26 -0.64 -0.07
N 0.089210 -1.053299 -0.017784 0.60 1.37 -0.52
N 1.411966 -0.690318 -0.004923 -0.29 0.00 1.30
N 1.476384 0.565377 0.108858 -0.01 -0.64 -1.63
N 0.228558 1.065892 -0.099228 -0.80 0.18 1.32
H -0.156608 -2.039442 -0.029009 -0.14 0.57 -0.04
H 0.120178 2.086008 0.050106 -0.31 -1.31 -0.18
```
Forces are in eV/Å.

HOMO-LUMO gap = 9.5 eV
HOMO energy = -8.73 eV
Molar mass = 102.12 g/mol
SMILES = S=c1[nH]nn[nH]1
E = -17863.5316 eV
Energy relative to the best compared isomer or geometry (same formula, charge and spin) = 0.274 eV